#i
The following is a DFT calculation (the ωB97M-V functional and the def2-TZVPD basis) of the molecule CH3NOP2S.

XYZ file:
```
9
Properties=species:S:1:pos:R:3:mulliken_charge:R:1
S 1.04426 0.12290 -2.48310 -0.05
P 0.47696 0.51987 1.15792 0.09
P -0.15493 2.09422 -1.50647 0.17
O -0.42375 1.38581 0.07589 -0.32
N 1.34633 -0.81335 -1.20549 -0.34
C 1.29581 -0.80486 0.02194 0.01
H -0.55464 -0.29935 1.69317 0.05
H 1.44211 -1.78339 0.55043 0.31
H -1.46677 1.80947 -1.83031 0.08
```

Values from the calculation:
spin multiplicity	1
highest occupied orbital energy	-8.09	eV
SMILES	c1ns[pH]o[pH]1
gap between HOMO and LUMO	7.8	eV

#ii
The following is a DFT calculation (the ωB97M-V functional and the def2-TZVPD basis) of the molecule CH3NOP2S.

XYZ file:
```
9
Properties=species:S:1:pos:R:3:mulliken_charge:R:1
S -1.72824 -0.04509 0.11493 -0.16
P -0.87799 1.18370 1.46018 0.29
P 1.54878 1.13304 -0.78050 0.17
O 0.86044 1.71721 0.54190 -0.42
N 0.83801 -0.20069 -1.16351 -0.20
C -0.14182 -0.96319 -0.78594 -0.39
H -0.63770 -1.53111 -1.56152 0.36
H 0.12385 0.31793 1.96145 0.07
H 0.01466 -1.61180 0.21301 0.28
```

Values from the calculation:
spin multiplicity	1
highest occupied orbital energy	-9.27	eV
SMILES	C1N=POPS1
gap between HOMO and LUMO	8.7	eV

Most stable: #ii

#i
The following is a DFT calculation (the ωB97M-V functional and the def2-TZVPD basis) of the molecule C3H2FN.

XYZ file:
```
7
Properties=species:S:1:pos:R:3:mulliken_charge:R:1
F 0.85617 -1.34345 -2.21986 -0.20
N 1.17439 1.78851 -3.16163 -0.34
C 0.13089 -0.08225 -0.17536 -0.71
C 0.89169 0.95274 -2.39773 0.22
C 0.61671 -0.22219 -1.60832 0.45
H -0.36033 -0.85405 0.44862 0.31
H -0.19553 0.91499 0.02495 0.27
```

Values from the calculation:
spin multiplicity	1
highest occupied orbital energy	-10.03	eV
SMILES	C=C(F)C#N
gap between HOMO and LUMO	9.5	eV

#ii
The following is a DFT calculation (the ωB97M-V functional and the def2-TZVPD basis) of the molecule C3H2FN.

XYZ file:
```
7
Properties=species:S:1:pos:R:3:mulliken_charge:R:1
F -2.08211 0.54181 0.04836 -0.21
N 1.64115 0.93023 0.10897 -0.64
C 0.50238 0.15881 0.02055 0.24
C -0.13660 -1.15703 0.01823 -0.25
C -0.90000 -0.06066 0.05700 0.33
H -0.23736 -2.29061 -0.15331 0.29
H 1.21254 1.87745 -0.09979 0.24
```

Values from the calculation:
spin multiplicity	1
highest occupied orbital energy	-9.31	eV
SMILES	[H]/N=c1/cc1F
gap between HOMO and LUMO	9.9	eV

#iii
The following is a DFT calculation (the ωB97M-V functional and the def2-TZVPD basis) of the molecule C3H2FN.

XYZ file:
```
7
Properties=species:S:1:pos:R:3:mulliken_charge:R:1
F -2.19167 -0.02773 0.00169 -0.22
N 2.53507 -0.25517 0.00277 -0.35
C 0.06351 0.50496 -0.00514 -0.28
C -0.91319 -0.40881 -0.00325 -0.06
C 1.42640 0.07578 -0.00370 0.24
H -0.15225 1.57804 0.00874 0.31
H -0.76787 -1.46707 -0.00111 0.37
```

Values from the calculation:
spin multiplicity	1
highest occupied orbital energy	-10.53	eV
SMILES	N#C/C=C/F
gap between HOMO and LUMO	11.0	eV

Most stable: #iii